A cluster of 5 separate species, C25H59N5O8P in total at a distorted geometry, computed with ωB97M-V/def2-TZVPD.

Values from the calculation:
* net charge: +1
* Kohn-Sham gap: 6.65 eV
* F_max: 0.048 Eh/bohr
* HOMO energy: -10.7 eV
* relative energy (zero: lowest compared OMol25 entry of this formula, charge and spin): 0.000 eV
* E_LUMO: -0.1492 hartree

Geometry as XYZ:
```
98
Properties=species:S:1:pos:R:3:mulliken_charge:R:1
C 6.72285 -1.10906 0.96289 -1.25
C 6.41982 0.32141 0.58337 -0.09
O 5.12085 0.33546 -0.03066 -0.27
C 4.73724 1.58893 -0.52724 -0.76
C 3.23461 1.72180 -0.30871 -0.68
N 2.88130 1.47901 1.11028 0.27
C 3.56375 2.13442 2.05426 -0.06
C 3.32034 1.93097 3.40078 -1.00
C 2.34405 1.03144 3.77481 -0.32
C 1.62427 0.37959 2.78607 -0.71
C 1.89816 0.61382 1.44849 0.58
P 0.85530 -0.32805 0.28191 0.92
O -0.40476 -0.60710 0.98320 -0.65
O 1.61169 -1.67482 -0.04020 -0.54
O 0.61473 0.54447 -1.00987 -0.48
H 7.78098 -1.18856 1.19424 0.40
H 6.14424 -1.41128 1.82924 0.23
H 6.48277 -1.75339 0.12422 0.32
H 7.14970 0.70282 -0.12685 0.35
H 6.36823 0.92598 1.49194 0.24
H 5.30020 2.41532 -0.09300 0.45
H 4.89257 1.64374 -1.60604 0.44
H 2.76588 0.99317 -0.95120 0.48
H 2.93315 2.72670 -0.58412 0.24
H 4.32120 2.84107 1.76882 0.48
H 3.89285 2.46446 4.13899 0.55
H 2.11302 0.81817 4.80557 0.52
H 0.85233 -0.32349 3.04558 0.63
H 1.10404 -2.38555 0.38670 0.37
H -0.10185 0.13790 -1.53560 0.22
C 4.29278 -3.09262 7.98916 -1.38
C 2.95586 -2.35798 7.99215 0.25
C 2.63917 -1.64361 6.67073 -0.68
O 3.35488 -0.43317 6.45646 -0.35
C 4.67543 -0.60047 5.96829 -0.70
N 2.91517 -1.45118 9.14154 -0.71
H 5.13504 -2.41215 8.11271 0.28
H 4.33158 -3.79946 8.81620 0.35
H 4.43679 -3.65392 7.06333 0.35
H 2.17245 -3.10748 8.13418 0.42
H 1.58451 -1.35428 6.68945 0.36
H 2.77226 -2.31716 5.81312 0.45
H 4.74935 -1.45779 5.29288 0.34
H 5.38941 -0.71336 6.78479 0.25
H 4.94334 0.30379 5.41805 0.25
H 1.98739 -1.04463 9.22339 0.27
H 3.52033 -0.65936 8.94208 0.31
C -3.94284 -0.26805 -5.56123 -1.16
C -2.44994 -0.58121 -5.54734 0.22
C -1.91068 -0.96496 -4.16321 -0.61
O -1.73606 0.12664 -3.26606 -0.17
C -2.92614 0.54741 -2.60810 -0.49
N -1.72598 0.55206 -6.13314 -0.69
H -4.15500 0.72241 -5.15700 0.06
H -4.31965 -0.28427 -6.58340 0.36
H -4.50814 -1.00280 -4.98450 0.36
H -2.29235 -1.44814 -6.19504 0.43
H -0.91054 -1.38700 -4.29457 0.29
H -2.52181 -1.74296 -3.69035 0.32
H -3.58221 -0.29812 -2.38168 0.28
H -3.45565 1.29091 -3.20168 -0.05
H -2.63795 1.02542 -1.67097 0.31
H -0.74458 0.30909 -6.23486 0.28
H -1.72890 1.30603 -5.45060 0.28
C -3.23658 5.19553 -4.59916 -1.57
C -4.36981 4.20452 -4.84420 0.67
C -5.61001 4.82443 -5.50209 -0.85
O -6.41515 5.59737 -4.63533 -0.39
C -5.97828 6.92733 -4.42269 -0.64
N -4.69631 3.53263 -3.58016 -0.61
H -3.42825 5.83127 -3.73517 0.30
H -2.30621 4.66131 -4.40337 0.35
H -3.07680 5.83651 -5.46782 0.37
H -3.99318 3.44551 -5.53760 0.23
H -6.25342 4.00850 -5.84155 0.34
H -5.33698 5.40677 -6.39160 0.45
H -5.51958 7.34786 -5.32195 0.30
H -5.27510 6.98809 -3.58848 0.22
H -6.85363 7.52307 -4.16695 0.27
H -5.37460 2.79790 -3.76603 0.29
H -5.20719 4.19497 -3.00206 0.28
C -3.63686 -4.61702 -0.83746 -1.45
C -2.12772 -4.83707 -0.85822 0.26
C -1.51331 -5.09668 0.52454 -0.76
O -1.38897 -3.92441 1.31153 -0.24
C -2.57254 -3.51049 1.97451 -0.71
N -1.48558 -3.69327 -1.51148 -0.49
H -3.90158 -3.62270 -0.47916 0.26
H -4.04280 -4.71271 -1.84412 0.36
H -4.13601 -5.35329 -0.20536 0.37
H -1.93947 -5.72550 -1.46719 0.45
H -0.49244 -5.46316 0.38317 0.32
H -2.05871 -5.87676 1.06940 0.42
H -3.17224 -4.36675 2.29307 0.37
H -3.17126 -2.85217 1.34303 0.22
H -2.27414 -2.94349 2.85543 0.22
H -0.49564 -3.90021 -1.62073 0.27
H -1.51039 -2.90489 -0.86742 0.18
```